No. 1
{"formula": "C36H60BNO16PS", "method": "ωB97M-V/def2-TZVPD", "charge": -1, "multiplicity": 1, "homo_energy_ev": -4.744, "e_lumo_ev": 1.68, "gap_ev": 6.42, "elements": ["C", "C", "C", "C", "C", "C", "N", "O", "O", "B", "C", "C", "O", "O", "C", "C", "C", "C", "C", "C", "O", "C", "S", "P", "C", "O", "H", "H", "H", "H", "H", "H", "H", "H", "H", "H", "H", "H", "H", "H", "H", "H", "H", "H", "H", "H", "H", "H", "H", "H", "H", "H", "H", "H", "H", "H", "O", "C", "O", "C", "C", "C", "H", "H", "H", "H", "H", "H", "O", "C", "O", "C", "C", "C", "H", "H", "H", "H", "H", "H", "O", "C", "O", "C", "C", "C", "H", "H", "H", "H", "H", "H", "O", "C", "O", "C", "C", "C", "H", "H", "H", "H", "H", "H", "O", "C", "O", "C", "C", "C", "H", "H", "H", "H", "H", "H"], "coordinates": [[-3.55, 1.43, 3.56], [-2.95, 1.10, 2.39], [-2.39, 2.14, 1.45], [-3.44, 2.62, 0.44], [-4.85, 2.85, 1.03], [-5.73, 3.31, -0.09], [-6.18, 2.29, -1.01], [-6.11, 4.47, -0.22], [-1.86, 3.14, 2.28], [-0.75, 3.87, 1.62], [-1.31, 5.34, 1.16], [-1.58, 6.28, 2.31], [-2.06, 5.99, 3.38], [0.50, 3.84, 2.36], [1.40, 4.89, 2.12], [2.03, 4.93, 0.73], [2.60, 6.36, 0.55], [3.18, 3.93, 0.54], [4.38, 4.11, 1.49], [2.68, 2.49, 0.55], [-0.56, 2.96, 0.39], [-1.05, 1.74, 0.66], [-0.09, 0.68, 1.88], [-1.17, 0.65, -0.86], [-2.50, -0.56, -0.52], [-1.73, 1.67, -2.06], [-4.50, 0.95, 3.78], [-3.11, 2.13, 4.24], [-2.89, 0.06, 2.10], [-3.56, 1.89, -0.35], [-3.14, 3.54, -0.05], [-4.85, 3.55, 1.85], [-5.22, 1.87, 1.31], [-5.66, 2.37, -1.88], [-7.14, 2.50, -1.26], [-0.60, 5.88, 0.53], [-2.24, 5.30, 0.59], [-1.31, 7.35, 2.12], [0.99, 5.87, 2.37], [2.22, 4.74, 2.83], [1.33, 4.80, -0.09], [3.21, 6.41, -0.34], [1.75, 7.03, 0.38], [3.13, 6.71, 1.44], [3.56, 4.09, -0.47], [5.33, 4.06, 0.98], [4.37, 3.29, 2.21], [4.31, 5.01, 2.10], [3.47, 1.88, 0.12], [1.84, 2.42, -0.14], [2.42, 2.15, 1.55], [-0.14, -0.57, 1.41], [-2.20, -1.14, 0.35], [-2.58, -1.26, -1.35], [-3.48, -0.15, -0.28], [-0.97, 1.77, -2.63], [5.47, 0.16, 1.06], [5.01, -0.13, 2.13], [3.81, 0.27, 2.57], [3.59, -0.16, 3.92], [4.52, -1.35, 4.11], [5.69, -0.97, 3.20], [3.82, 0.67, 4.59], [2.54, -0.42, 4.04], [4.80, -1.51, 5.15], [4.05, -2.26, 3.74], [6.43, -0.35, 3.71], [6.17, -1.84, 2.76], [3.81, 2.55, -2.81], [3.91, 1.36, -2.92], [2.87, 0.56, -3.25], [3.27, -0.82, -3.18], [4.79, -0.81, -3.31], [5.15, 0.52, -2.66], [2.94, -1.22, -2.22], [2.78, -1.37, -3.97], [5.26, -1.67, -2.86], [5.06, -0.79, -4.37], [5.28, 0.43, -1.58], [6.03, 0.99, -3.10], [-4.73, -3.48, -0.38], [-4.36, -4.01, -1.39], [-3.11, -3.83, -1.90], [-3.01, -4.50, -3.17], [-4.10, -5.57, -3.15], [-5.17, -4.91, -2.30], [-3.16, -3.77, -3.96], [-2.01, -4.93, -3.26], [-4.44, -5.86, -4.14], [-3.73, -6.47, -2.65], [-5.84, -4.29, -2.89], [-5.74, -5.62, -1.72], [-7.07, -6.44, -3.73], [-8.15, -6.07, -3.35], [-8.37, -5.64, -2.09], [-9.76, -5.37, -1.89], [-10.33, -5.14, -3.28], [-9.45, -6.06, -4.13], [-10.21, -6.24, -1.39], [-9.87, -4.50, -1.24], [-11.39, -5.36, -3.35], [-10.18, -4.10, -3.58], [-9.84, -7.07, -4.18], [-9.29, -5.67, -5.13], [6.96, -4.50, 2.88], [7.83, -4.07, 2.18], [8.92, -3.43, 2.66], [9.72, -2.93, 1.58], [9.32, -3.77, 0.37], [7.86, -4.08, 0.67], [9.48, -1.87, 1.44], [10.77, -3.02, 1.83], [9.49, -3.25, -0.58], [9.90, -4.69, 0.35], [7.19, -3.30, 0.30], [7.55, -5.05, 0.28]]}



No. 2
{"formula": "C36H60N3OPS2SiTi", "method": "ωB97M-V/def2-TZVPD", "charge": 0, "multiplicity": 3, "homo_energy_ev": [-4.863, -7.094], "e_lumo_ev": [0.00, -0.07], "gap_ev": [4.86, 7.03], "s2": 2.036, "relative_energy_ev": 0.000, "elements": ["Ti", "C", "C", "N", "C", "C", "C", "S", "N", "C", "O", "C", "C", "C", "C", "C", "C", "H", "H", "H", "H", "H", "H", "H", "H", "H", "H", "H", "H", "H", "H", "H", "C", "Si", "C", "C", "H", "H", "H", "H", "H", "H", "H", "H", "H", "S", "C", "C", "N", "C", "H", "H", "H", "C", "C", "C", "C", "C", "C", "P", "C", "C", "C", "C", "C", "C", "C", "C", "C", "C", "C", "C", "H", "H", "H", "H", "H", "H", "H", "H", "H", "H", "H", "H", "H", "H", "H", "H", "H", "H", "H", "H", "H", "H", "H", "H", "H", "H", "H", "H", "H", "H", "H", "H", "H"], "coordinates": [[-1.16, 0.13, -0.59], [-2.66, 6.38, 0.32], [-3.35, 5.17, 0.93], [-3.48, 4.05, 0.00], [-4.66, 4.09, -0.86], [-5.90, 3.52, -0.18], [-2.42, 3.21, -0.19], [-2.66, 1.88, -1.35], [-1.34, 3.48, 0.49], [-0.26, 2.71, 0.65], [-0.25, 1.39, 0.34], [0.93, 3.25, 1.26], [2.08, 2.46, 1.45], [3.22, 2.99, 2.03], [3.26, 4.31, 2.44], [2.13, 5.11, 2.26], [0.98, 4.59, 1.68], [-2.61, 7.20, 1.05], [-3.20, 6.75, -0.56], [-1.65, 6.12, 0.02], [-4.36, 5.43, 1.25], [-2.81, 4.83, 1.80], [-4.46, 3.54, -1.77], [-4.83, 5.13, -1.15], [-5.70, 2.50, 0.17], [-6.74, 3.49, -0.87], [-6.20, 4.12, 0.68], [2.06, 1.43, 1.14], [4.09, 2.35, 2.16], [4.15, 4.73, 2.89], [2.14, 6.14, 2.58], [0.11, 5.21, 1.55], [-4.61, -0.40, 0.66], [-2.84, -0.83, 1.12], [-2.50, 0.12, 2.71], [-3.03, -2.65, 1.62], [-5.30, -0.82, 1.41], [-4.90, -0.80, -0.32], [-4.74, 0.68, 0.62], [-3.18, -0.19, 3.50], [-2.63, 1.19, 2.52], [-1.47, -0.02, 3.06], [-3.76, -2.71, 2.44], [-2.12, -3.16, 1.96], [-3.44, -3.24, 0.79], [-2.47, -2.05, -4.38], [-1.45, -0.73, -4.70], [-1.08, -0.15, -3.53], [-1.62, -0.76, -2.41], [-2.37, -1.77, -2.73], [-1.18, -0.45, -5.70], [-0.46, 0.72, -3.43], [-2.89, -2.37, -2.00], [0.54, -5.60, -1.92], [-0.65, -4.96, -1.22], [-0.19, -3.84, -0.27], [1.06, -3.09, -0.81], [1.04, -3.14, -2.35], [1.22, -4.58, -2.85], [1.09, -1.35, -0.23], [2.55, -0.51, -1.00], [2.14, 0.37, -2.19], [3.32, 1.23, -2.64], [4.58, 0.39, -2.97], [4.36, -1.10, -2.73], [3.81, -1.36, -1.32], [1.57, -1.39, 1.54], [3.04, -1.76, 1.80], [3.27, -2.13, 3.28], [2.30, -1.39, 4.19], [0.85, -1.83, 3.90], [0.66, -2.23, 2.43], [0.25, -6.49, -2.48], [1.26, -5.94, -1.16], [-1.21, -5.70, -0.65], [-1.34, -4.57, -1.98], [0.04, -4.27, 0.71], [-1.00, -3.14, -0.09], [1.96, -3.60, -0.45], [1.80, -2.51, -2.78], [0.08, -2.74, -2.69], [2.28, -4.80, -2.95], [0.79, -4.66, -3.86], [2.82, 0.19, -0.21], [1.32, 1.03, -1.89], [1.78, -0.25, -3.01], [3.55, 1.93, -1.83], [3.03, 1.84, -3.49], [5.42, 0.73, -2.36], [4.88, 0.55, -4.01], [5.29, -1.65, -2.87], [3.67, -1.49, -3.49], [4.60, -1.10, -0.61], [3.64, -2.43, -1.18], [1.40, -0.35, 1.84], [3.69, -0.93, 1.53], [3.33, -2.61, 1.17], [4.31, -1.91, 3.55], [3.14, -3.21, 3.42], [2.41, -0.31, 4.03], [2.54, -1.57, 5.24], [0.17, -1.01, 4.14], [0.58, -2.66, 4.54], [-0.38, -2.12, 2.14], [0.92, -3.29, 2.29]]}



No. 3
{"formula": "C36H61BBrF9I2N5O11", "method": "ωB97M-V/def2-TZVPD", "charge": 1, "multiplicity": 1, "homo_energy_ev": -11.361, "e_lumo_ev": -3.01, "gap_ev": 8.35, "elements": ["C", "O", "C", "C", "C", "C", "C", "C", "C", "C", "C", "N", "C", "N", "C", "C", "C", "C", "O", "C", "C", "O", "B", "N", "O", "N", "C", "N", "C", "C", "O", "I", "C", "Br", "C", "C", "C", "I", "H", "H", "H", "H", "H", "H", "H", "H", "H", "H", "H", "H", "H", "H", "H", "H", "H", "H", "H", "H", "H", "H", "H", "H", "H", "H", "H", "H", "H", "H", "H", "H", "H", "H", "H", "H", "H", "H", "H", "H", "H", "H", "H", "H", "H", "H", "C", "C", "O", "C", "O", "C", "F", "F", "F", "H", "H", "H", "H", "H", "C", "C", "O", "C", "O", "C", "F", "F", "F", "H", "H", "H", "H", "H", "C", "C", "O", "C", "O", "C", "F", "F", "F", "H", "H", "H", "H", "H"], "coordinates": [[-2.56, 1.48, 4.21], [-1.24, 1.42, 3.70], [-0.87, 2.63, 3.05], [0.62, 2.96, 3.27], [1.42, 2.93, 1.94], [2.54, 1.83, 1.91], [3.80, 2.42, 1.23], [4.66, 1.36, 0.51], [4.73, 0.00, 1.25], [3.77, -1.04, 0.58], [4.64, -2.25, 0.16], [3.92, -3.32, -0.57], [2.59, -3.06, -0.94], [2.18, -2.57, -2.04], [3.17, -2.18, -3.05], [2.58, -1.53, -4.31], [2.02, -2.54, -5.37], [0.51, -2.41, -5.65], [-0.04, -3.74, -5.87], [-1.32, -3.88, -5.47], [-1.75, -5.23, -4.90], [-2.12, -3.04, -5.57], [0.67, -2.45, -2.19], [-0.03, -3.64, -2.48], [0.04, -1.22, -2.09], [1.76, -3.44, 0.13], [2.52, -4.40, 0.97], [1.57, -5.50, 1.15], [2.85, -3.96, 2.42], [1.77, -3.09, 3.06], [0.68, -3.07, 2.76], [2.49, -1.76, 4.62], [3.80, -4.64, 0.04], [3.04, -5.75, -1.47], [5.09, -5.21, 0.64], [5.31, -6.72, 0.44], [4.39, -7.57, 1.37], [5.54, -8.69, 2.83], [-2.86, 0.47, 4.50], [-3.27, 1.79, 3.43], [-2.63, 2.14, 5.09], [-1.09, 2.59, 1.97], [-1.50, 3.43, 3.46], [1.07, 2.36, 4.06], [0.65, 4.00, 3.61], [1.96, 3.88, 1.86], [0.79, 2.87, 1.05], [2.73, 1.50, 2.94], [2.12, 0.98, 1.36], [3.43, 3.12, 0.45], [4.34, 3.04, 1.95], [5.69, 1.74, 0.47], [4.34, 1.24, -0.53], [4.54, 0.08, 2.32], [5.75, -0.37, 1.13], [3.24, -0.57, -0.26], [3.09, -1.40, 1.36], [5.15, -2.59, 1.06], [5.42, -1.88, -0.52], [3.73, -3.07, -3.36], [3.91, -1.48, -2.64], [1.87, -0.72, -4.09], [3.43, -1.05, -4.80], [2.29, -3.55, -5.03], [2.52, -2.34, -6.32], [-0.04, -1.84, -4.88], [0.36, -1.87, -6.59], [-2.06, -5.10, -3.86], [-2.61, -5.62, -5.44], [-0.93, -5.95, -4.94], [0.32, -4.12, -3.31], [-0.99, -3.35, -2.68], [-0.39, -1.23, -1.22], [1.45, -2.58, 0.58], [0.77, -5.40, 0.55], [1.99, -6.42, 1.08], [3.82, -3.46, 2.51], [2.90, -4.88, 3.01], [5.91, -4.70, 0.13], [5.21, -4.99, 1.70], [6.33, -6.91, 0.79], [5.29, -7.05, -0.60], [3.81, -6.87, 1.97], [3.77, -8.23, 0.77], [2.02, 9.60, -0.65], [2.41, 9.12, 0.73], [2.76, 7.72, 0.72], [3.98, 7.42, 0.29], [4.80, 8.20, -0.09], [4.20, 5.91, 0.38], [3.16, 5.20, -0.11], [4.38, 5.51, 1.65], [5.28, 5.51, -0.30], [1.21, 8.98, -1.04], [1.69, 10.64, -0.61], [2.85, 9.53, -1.34], [1.57, 9.22, 1.42], [3.24, 9.71, 1.14], [-4.03, 0.92, 0.28], [-3.76, 1.87, -0.86], [-4.91, 2.68, -1.15], [-5.11, 3.72, -0.34], [-4.41, 4.04, 0.58], [-6.35, 4.51, -0.79], [-7.38, 3.68, -1.05], [-6.10, 5.20, -1.91], [-6.75, 5.38, 0.14], [-4.91, 0.32, 0.08], [-3.18, 0.26, 0.44], [-4.22, 1.46, 1.21], [-3.55, 1.31, -1.77], [-2.89, 2.51, -0.66], [-10.15, 2.43, -0.17], [-10.19, 2.48, 1.34], [-10.92, 1.35, 1.87], [-10.25, 0.21, 1.94], [-9.11, 0.04, 1.60], [-11.14, -0.88, 2.57], [-12.37, -0.88, 2.03], [-11.27, -0.68, 3.89], [-10.62, -2.10, 2.39], [-11.16, 2.37, -0.58], [-9.66, 3.33, -0.56], [-9.60, 1.56, -0.53], [-10.72, 3.37, 1.67], [-9.19, 2.52, 1.77]]}



No. 4
{"formula": "C36H61F15O18", "method": "ωB97M-V/def2-TZVPD", "charge": 0, "multiplicity": 1, "homo_energy_ev": -9.237, "e_lumo_ev": 0.27, "gap_ev": 9.50, "smiles": "CCOC(=O)C(F)(F)F.CCOC(=O)C(F)(F)F.CCOC(=O)C(F)(F)F.CCOC(=O)C(F)(F)F.CCOC(=O)C(F)(F)F.O=C1CCCO1.COCCOC.COCCOC.COCCOC", "relative_energy_ev": 1.267, "elements": ["C", "O", "C", "C", "O", "C", "H", "H", "H", "H", "H", "H", "H", "H", "H", "H", "C", "O", "C", "C", "O", "C", "H", "H", "H", "H", "H", "H", "H", "H", "H", "H", "C", "O", "C", "C", "O", "C", "H", "H", "H", "H", "H", "H", "H", "H", "H", "H", "O", "C", "O", "C", "C", "C", "H", "H", "H", "H", "H", "H", "C", "C", "O", "C", "O", "C", "F", "F", "F", "H", "H", "H", "H", "H", "C", "C", "O", "C", "O", "C", "F", "F", "F", "H", "H", "H", "H", "H", "C", "C", "O", "C", "O", "C", "F", "F", "F", "H", "H", "H", "H", "H", "C", "C", "O", "C", "O", "C", "F", "F", "F", "H", "H", "H", "H", "H", "C", "C", "O", "C", "O", "C", "F", "F", "F", "H", "H", "H", "H", "H"], "coordinates": [[-2.24, -9.70, -5.80], [-2.42, -9.14, -4.58], [-1.30, -8.64, -3.96], [-1.29, -8.57, -2.43], [-1.19, -9.94, -1.86], [-1.28, -9.98, -0.46], [-3.19, -9.91, -6.29], [-1.73, -10.64, -6.00], [-1.97, -8.82, -6.37], [-1.13, -7.62, -4.32], [-0.42, -9.25, -4.20], [-2.14, -8.08, -1.96], [-0.34, -8.15, -2.08], [-2.27, -9.72, -0.06], [-0.41, -9.56, 0.04], [-1.18, -11.00, -0.11], [10.28, 2.04, 3.86], [9.87, 0.66, 3.64], [9.27, 0.37, 2.36], [10.19, 0.68, 1.13], [10.27, 2.09, 0.96], [11.32, 2.52, 0.12], [10.83, 2.16, 4.80], [9.46, 2.70, 4.13], [11.02, 2.31, 3.12], [8.37, 0.96, 2.27], [8.92, -0.66, 2.35], [9.87, 0.32, 0.16], [11.20, 0.32, 1.34], [11.21, 2.05, -0.86], [12.24, 2.11, 0.55], [11.37, 3.60, -0.02], [-2.23, 9.77, 3.36], [-2.47, 8.65, 4.14], [-1.37, 8.04, 4.65], [-0.47, 7.34, 3.64], [-0.87, 5.97, 3.52], [-2.17, 5.60, 2.99], [-2.50, 10.68, 3.89], [-2.98, 9.82, 2.56], [-1.26, 9.87, 2.86], [-1.64, 7.28, 5.38], [-0.84, 8.79, 5.24], [0.61, 7.40, 3.76], [-0.63, 7.73, 2.63], [-2.20, 4.53, 3.17], [-2.49, 5.93, 2.00], [-2.89, 6.10, 3.65], [-0.34, -1.62, -7.40], [-1.39, -1.08, -7.78], [-1.66, -0.90, -9.07], [-2.89, -0.27, -9.36], [-3.51, 0.03, -7.95], [-2.63, -0.75, -6.95], [-3.54, -0.93, -9.92], [-2.75, 0.68, -9.88], [-4.40, -0.57, -7.79], [-3.40, 1.08, -7.67], [-2.96, -1.77, -6.80], [-2.46, -0.24, -6.00], [-8.20, -6.11, 1.45], [-7.90, -7.26, 0.54], [-7.63, -6.85, -0.83], [-8.03, -7.57, -1.89], [-8.80, -8.52, -1.82], [-7.58, -7.00, -3.25], [-8.49, -6.07, -3.64], [-6.46, -6.33, -3.24], [-7.61, -7.96, -4.16], [-7.34, -5.45, 1.62], [-8.43, -6.54, 2.43], [-9.02, -5.45, 1.20], [-8.76, -7.93, 0.55], [-7.04, -7.84, 0.87], [3.61, 1.71, 6.72], [4.11, 1.94, 8.19], [3.70, 0.79, 8.91], [2.49, 0.78, 9.47], [1.63, 1.67, 9.45], [2.23, -0.40, 10.43], [1.10, -0.97, 10.05], [3.13, -1.38, 10.40], [2.13, 0.12, 11.65], [4.30, 0.98, 6.32], [3.54, 2.63, 6.14], [2.65, 1.22, 6.61], [3.68, 2.88, 8.55], [5.19, 1.99, 8.31], [-1.08, -3.16, 1.83], [-0.36, -1.86, 1.83], [0.77, -2.01, 1.08], [0.83, -2.10, -0.30], [-0.08, -1.89, -1.08], [2.23, -2.21, -0.74], [3.11, -1.84, 0.18], [2.36, -3.45, -1.15], [2.39, -1.35, -1.74], [-2.05, -3.20, 2.32], [-0.57, -4.00, 2.30], [-1.26, -3.45, 0.80], [0.08, -1.65, 2.80], [-1.00, -1.05, 1.48], [6.58, 3.41, -4.39], [6.12, 3.71, -2.95], [4.72, 3.99, -3.06], [3.85, 4.24, -2.06], [4.24, 4.33, -0.90], [2.40, 4.41, -2.55], [1.78, 3.31, -2.21], [1.80, 5.52, -1.99], [2.39, 4.56, -3.87], [7.63, 3.12, -4.44], [6.47, 4.36, -4.92], [6.04, 2.52, -4.73], [6.69, 4.56, -2.60], [6.34, 2.89, -2.27], [-6.24, 6.82, -0.15], [-6.67, 6.18, -1.52], [-6.78, 4.80, -1.47], [-5.79, 3.93, -1.88], [-4.76, 4.29, -2.40], [-6.23, 2.47, -1.81], [-7.06, 2.12, -2.83], [-5.09, 1.72, -1.86], [-6.67, 2.08, -0.65], [-6.71, 6.35, 0.71], [-6.60, 7.85, -0.14], [-5.16, 6.85, -0.02], [-6.02, 6.51, -2.33], [-7.68, 6.56, -1.69]]}



For the records above, the corresponding max |F| values read 0.0586 0.0264 0.0930 0.0979 Eh/bohr.